Below is C39H61HfN7P2S as an isolated structure at a distorted geometry, with properties calculated with wB97M-V/def2-TZVPD.

Spin multiplicity: 1
Energy above the lowest of the compared OMol25 structures with the same formula, charge and spin: 33.3 kcal/mol
Total charge: +2
E_HOMO: -12.983 eV
LUMO: -5.60 eV

Last column: Mulliken charge in e.
Positions of all 111 atoms, in Å:
Hf -0.22 1.53 0.46  -0.46
C -2.09 4.23 1.63  -1.00
C -1.62 3.35 2.81  -0.83
N -1.57 1.90 2.51  0.00
C -2.82 1.14 2.71  -0.69
C -3.93 1.50 1.74  -1.23
S -3.37 1.38 -0.01  0.44
C -3.77 3.07 -0.62  -1.17
C -2.53 3.95 -0.77  -0.84
N -1.56 3.77 0.32  -0.27
H -1.78 5.25 1.85  0.42
H -3.17 4.24 1.58  0.41
H -2.29 3.54 3.66  0.62
H -0.61 3.65 3.10  0.44
H -0.93 1.51 3.22  -0.28
H -3.20 1.28 3.74  0.59
H -2.57 0.08 2.58  0.21
H -4.30 2.50 1.92  0.47
H -4.76 0.80 1.85  0.67
H -4.50 3.50 0.06  0.59
H -4.26 2.94 -1.58  0.53
H -2.86 5.00 -0.84  0.55
H -2.01 3.70 -1.70  0.34
H -0.77 4.38 0.09  0.17
C 6.12 -1.74 2.73  -0.64
C 5.74 -1.69 1.39  -0.76
C 4.58 -1.03 1.05  -0.27
C 3.78 -0.44 2.03  0.44
C 4.17 -0.49 3.37  -0.23
C 5.34 -1.14 3.70  -0.72
P 2.24 0.37 1.45  2.20
C 1.15 0.20 2.93  0.66
C 0.35 -0.95 2.96  0.03
C -0.43 -1.23 4.07  -0.77
C -0.45 -0.36 5.15  -0.66
C 0.32 0.79 5.12  -0.79
C 1.13 1.07 4.02  -1.10
C 2.58 2.17 1.53  -0.23
C 3.82 2.74 1.77  -0.75
C 3.97 4.11 1.67  -0.80
C 2.86 4.89 1.37  -1.28
C 1.62 4.30 1.13  -0.54
C 1.42 2.91 1.17  1.49
H 7.02 -2.26 3.00  0.42
H 6.34 -2.16 0.63  0.48
H 4.28 -0.97 0.01  0.24
H 3.56 -0.02 4.13  0.36
H 5.65 -1.18 4.73  0.46
H 0.39 -1.64 2.13  0.17
H -1.01 -2.14 4.10  0.54
H -1.04 -0.59 6.02  0.48
H 0.32 1.46 5.97  0.53
H 1.77 1.95 4.03  0.55
H 4.66 2.11 2.01  0.50
H 4.93 4.58 1.82  0.44
H 2.95 5.96 1.29  0.45
H 0.80 4.98 0.90  0.34
N -0.75 -0.33 0.04  1.33
P -0.63 -1.27 -1.21  -1.70
N -1.19 -0.58 -2.65  0.53
C -1.61 -1.46 -3.74  -0.41
C -1.64 -0.70 -5.07  -1.13
C -2.65 0.46 -5.03  -0.73
C -2.76 1.02 -3.60  -0.86
C -1.43 0.83 -2.87  2.26
N 0.92 -1.84 -1.63  1.04
C 1.78 -1.08 -2.51  -0.21
C 2.73 -2.03 -3.24  -1.42
C 3.60 -2.74 -2.22  -0.39
C 2.71 -3.47 -1.22  -0.90
C 1.67 -2.53 -0.59  0.20
N -1.45 -2.69 -0.98  0.67
C -1.22 -3.97 -1.66  -0.14
C -1.89 -5.09 -0.87  -1.03
C -3.41 -4.93 -0.97  -0.62
C -3.80 -3.44 -1.03  -0.71
C -2.75 -2.60 -0.31  0.36
H -2.61 -1.87 -3.55  -0.02
H -0.90 -2.29 -3.81  0.60
H -1.89 -1.39 -5.86  0.46
H -0.64 -0.32 -5.29  0.33
H -3.63 0.13 -5.37  0.36
H -2.32 1.24 -5.72  0.37
H -3.53 0.47 -3.06  0.32
H -3.04 2.08 -3.62  0.36
H -1.42 1.33 -1.88  -2.12
H -0.63 1.28 -3.49  0.17
H 2.38 -0.36 -1.93  -0.19
H 1.15 -0.55 -3.22  0.62
H 3.34 -1.46 -3.95  0.44
H 2.13 -2.75 -3.80  0.37
H 4.24 -2.01 -1.72  -0.02
H 4.26 -3.45 -2.71  0.51
H 3.30 -3.92 -0.42  0.42
H 2.19 -4.28 -1.74  0.34
H 2.19 -1.80 0.05  -1.16
H 0.97 -3.09 0.03  0.57
H -0.15 -4.13 -1.74  0.00
H -1.64 -3.98 -2.67  0.22
H -1.57 -5.03 0.18  0.28
H -1.58 -6.05 -1.26  0.42
H -3.89 -5.41 -0.12  0.32
H -3.77 -5.43 -1.87  0.35
H -4.77 -3.28 -0.57  0.45
H -3.86 -3.11 -2.07  0.07
H -2.66 -2.95 0.73  0.40
H -3.04 -1.55 -0.28  -0.39
N 1.23 2.33 -1.70  -0.60
H 2.09 2.70 -1.29  0.32
H 0.92 3.02 -2.38  0.27
H 1.54 1.53 -2.26  0.11

***

Below is C36H43BrDyO3P as an isolated structure at a distorted geometry, with properties calculated with wB97M-V/def2-TZVPD.

Spin multiplicity: 6
Expectation value of S²: 9.36
Total charge: +2
E_HOMO (alpha / beta): -13.040 / -13.060 eV
LUMO (alpha / beta): -6.07 / -6.00 eV

Last column: Löwdin spin population.
Positions of all 85 atoms, in Å:
Dy 15.77 11.07 9.59  5.07
C 20.56 17.49 9.77  0.00
C 20.84 15.99 9.68  0.00
C 21.62 15.55 10.93  0.00
C 21.68 15.72 8.43  0.00
C 19.58 15.16 9.67  0.00
C 19.68 13.79 9.45  0.00
C 18.57 13.01 9.66  0.00
Br 18.50 11.11 9.15  -0.01
C 17.36 13.49 10.14  0.00
O 16.44 12.63 10.57  -0.01
C 17.17 14.89 10.12  0.00
C 18.30 15.69 9.92  0.00
C 15.76 15.44 10.16  0.00
C 15.00 15.00 11.42  0.00
C 15.05 14.89 8.91  0.00
C 15.73 16.97 10.09  0.00
H 21.53 18.04 9.83  0.00
H 19.97 17.75 10.67  0.00
H 20.02 17.87 8.86  0.00
H 22.57 16.13 11.03  0.00
H 21.89 14.47 10.88  0.00
H 21.02 15.71 11.86  0.00
H 22.58 16.39 8.42  0.00
H 21.10 15.92 7.50  0.00
H 22.05 14.67 8.37  0.00
H 20.62 13.34 9.11  0.00
H 18.17 16.78 9.94  0.00
H 14.82 13.92 11.41  0.00
H 14.02 15.53 11.47  0.00
H 15.56 15.26 12.34  0.00
H 15.05 13.80 8.88  0.00
H 15.55 15.25 7.98  0.00
H 13.99 15.22 8.87  0.00
H 16.26 17.44 10.95  0.00
H 14.68 17.33 10.12  0.00
H 16.17 17.35 9.14  0.00
O 13.76 11.57 9.17  -0.01
P 13.03 10.26 9.52  0.00
C 13.82 9.64 11.04  -0.01
C 13.76 8.28 11.44  0.00
C 14.20 7.91 12.70  0.00
C 14.71 8.85 13.59  0.00
C 14.77 10.19 13.22  0.00
C 14.32 10.59 11.96  -0.01
C 11.30 10.49 9.81  0.00
C 10.65 11.58 9.22  0.00
C 9.28 11.74 9.42  0.00
C 8.57 10.83 10.18  0.00
C 9.21 9.73 10.75  0.00
C 10.57 9.56 10.57  0.00
C 13.33 9.14 8.13  0.00
C 12.50 8.03 7.90  0.00
C 12.63 7.30 6.73  0.00
C 13.57 7.66 5.77  0.00
C 14.43 8.74 6.02  0.00
C 14.31 9.47 7.19  0.00
H 13.36 7.54 10.74  0.00
H 14.11 6.85 13.01  0.00
H 15.05 8.54 14.58  0.00
H 15.12 10.95 13.93  0.00
H 14.21 11.65 11.73  0.00
H 11.23 12.29 8.62  0.00
H 8.78 12.60 8.96  0.00
H 7.49 10.97 10.33  0.00
H 8.64 9.00 11.33  0.00
H 11.09 8.70 11.03  0.00
H 11.73 7.76 8.63  0.00
H 11.97 6.45 6.54  0.00
H 13.64 7.10 4.84  0.00
H 15.18 9.03 5.28  0.00
H 14.95 10.34 7.34  0.00
C 18.36 7.58 10.21  0.00
C 17.99 7.01 8.84  0.00
C 16.90 7.97 8.34  0.00
O 16.41 8.72 9.49  -0.01
C 17.03 8.13 10.68  0.00
H 19.11 8.39 10.12  0.00
H 18.76 6.81 10.90  0.00
H 17.57 5.99 8.93  0.00
H 18.84 6.95 8.14  0.00
H 16.04 7.42 7.91  0.00
H 17.28 8.69 7.60  0.00
H 16.36 7.32 11.01  0.00
H 17.08 8.91 11.45  0.00

***

Below is a 18-piece molecular cluster, C70H160F18N10O3P3 overall at a distorted geometry, with properties calculated with wB97M-V/def2-TZVPD.

Spin multiplicity: 1
Total charge: +7
E_HOMO: -13.854 eV
LUMO: -12.51 eV

Last column: Mulliken charge in e.
Positions of all 264 atoms, in Å:
C -2.55 5.63 5.11  -1.37
C -4.00 5.56 5.54  -0.15
C -4.79 6.05 4.30  -0.94
N -6.21 6.42 4.56  0.05
C -7.01 5.30 5.18  -0.92
C -6.92 6.95 3.35  -0.66
C -8.09 7.73 3.93  -0.71
C -7.67 8.27 5.33  -0.57
C -6.30 7.62 5.49  -0.64
H -2.54 5.16 4.16  0.36
H -1.98 5.00 5.80  0.38
H -2.19 6.67 5.02  0.34
H -4.27 6.17 6.42  0.33
H -4.23 4.54 5.82  0.37
H -4.81 5.26 3.51  0.63
H -4.36 6.99 3.86  0.24
H -6.55 5.16 6.14  0.42
H -6.72 4.45 4.59  0.36
H -8.09 5.57 5.24  0.37
H -7.12 6.15 2.67  0.53
H -6.27 7.65 2.83  0.41
H -8.98 7.18 4.05  0.30
H -8.39 8.57 3.24  0.39
H -8.27 7.97 6.16  0.36
H -7.61 9.35 5.27  0.33
H -6.27 7.32 6.52  0.35
H -5.56 8.30 5.18  0.44
C -3.69 -6.77 -10.74  -1.55
C -3.18 -5.35 -10.79  -0.19
C -2.23 -5.28 -9.64  -0.64
N -1.55 -3.97 -9.20  0.23
C -0.27 -3.83 -9.98  -1.01
C -1.32 -4.16 -7.70  -1.03
C -2.58 -3.57 -6.95  -0.12
C -3.23 -2.67 -8.01  -0.53
C -2.37 -2.72 -9.23  -0.79
H -4.46 -6.90 -11.48  0.43
H -4.27 -7.02 -9.85  0.39
H -2.93 -7.57 -10.86  0.36
H -4.09 -4.76 -10.61  0.29
H -2.84 -5.08 -11.83  0.38
H -1.30 -5.84 -9.86  0.33
H -2.66 -5.71 -8.72  0.39
H 0.18 -2.84 -9.74  0.34
H -0.65 -3.88 -11.01  0.40
H 0.32 -4.68 -9.68  0.43
H -0.37 -3.67 -7.43  0.49
H -1.13 -5.20 -7.59  0.57
H -2.23 -3.00 -6.11  -0.25
H -3.21 -4.30 -6.46  0.42
H -3.32 -1.62 -7.68  0.36
H -4.24 -2.97 -8.29  0.36
H -1.72 -1.85 -9.19  0.49
H -2.96 -2.76 -10.16  0.40
C -2.02 -1.10 -1.72  -1.13
C -0.76 -0.55 -1.50  -0.15
C -0.64 0.47 -0.47  -0.58
N 0.08 1.81 -0.28  0.57
C 0.09 1.99 1.20  -0.89
C 0.96 3.13 1.74  -0.85
C 2.42 2.95 1.33  -0.47
C 2.47 2.90 -0.19  -0.39
C 1.58 1.80 -0.73  -0.55
C -0.71 2.94 -0.98  -0.06
H -2.79 -0.64 -1.18  0.41
H -1.86 -2.05 -0.90  0.24
H -2.34 -1.54 -2.70  0.20
H -1.94 2.74 -3.73  -0.01
H -0.01 -0.86 -2.18  0.45
H -0.28 -0.09 0.39  0.36
H -1.69 0.68 -0.19  0.32
H 0.42 1.05 1.68  0.40
H -0.99 2.12 1.36  0.60
H 0.82 3.08 2.81  0.45
H 0.54 4.13 1.56  0.41
H 2.88 2.15 1.92  0.29
H 2.92 3.86 1.68  0.13
H 3.48 2.66 -0.57  0.42
H 2.21 3.83 -0.62  0.12
H 1.89 0.79 -0.37  0.43
H 1.53 1.87 -1.81  0.19
H -0.41 3.94 -0.62  0.36
H -1.74 2.77 -0.77  0.34
H -0.60 2.95 -2.08  -0.51
C 0.25 -4.07 6.16  -1.15
C 1.26 -3.06 6.34  0.43
C 2.46 -3.70 7.02  -0.86
N 3.50 -2.48 7.20  0.44
C 2.79 -1.35 7.91  -0.20
C 3.49 -0.14 7.99  -1.15
C 6.20 -2.40 9.89  -1.54
C 5.47 -2.08 8.67  0.14
C 4.58 -3.01 7.98  -0.55
C 3.96 -2.08 5.89  -1.25
H 0.26 -4.85 6.97  0.28
H -0.54 -4.38 5.46  0.32
H -3.47 -6.74 5.56  -0.17
H 0.74 -2.27 6.98  0.29
H 1.50 -2.68 5.34  0.25
H 2.89 -4.49 6.41  0.29
H 2.05 -3.99 7.99  0.50
H 2.58 -1.66 8.94  0.34
H 1.80 -1.20 7.49  0.27
H 3.56 0.40 8.92  0.36
H 4.13 0.15 7.12  0.31
H 5.67 -3.13 10.54  0.35
H 6.60 -1.54 10.44  0.39
H 7.73 -3.04 9.94  0.32
H 5.65 -1.10 8.26  0.39
H 4.28 -3.69 8.79  0.38
H 5.18 -3.65 7.32  0.47
H 3.37 -1.22 5.51  0.46
H 4.11 -2.89 5.19  0.25
H 4.96 -1.71 6.08  0.53
C 5.15 9.26 0.81  -1.44
C 5.91 8.91 2.07  -0.14
C 6.09 7.39 2.22  -0.53
N 6.75 6.91 3.43  0.47
C 8.00 7.70 3.71  -0.71
C 8.54 7.56 5.11  -0.73
C 7.48 7.72 6.26  -0.70
C 6.43 6.65 6.04  -0.66
C 5.82 6.89 4.60  -0.73
C 7.17 5.49 3.24  -1.09
H 4.22 8.70 0.58  0.37
H 5.76 9.07 -0.08  0.35
H 4.82 10.30 1.00  0.36
H 5.36 9.35 2.92  0.36
H 6.95 9.35 1.99  0.36
H 6.64 6.91 1.35  0.34
H 5.11 6.87 2.19  0.26
H 7.68 8.71 3.53  0.42
H 8.74 7.36 2.98  0.30
H 9.36 8.28 5.17  0.42
H 9.11 6.63 5.15  0.37
H 6.97 8.69 6.30  0.33
H 7.83 7.65 7.28  0.41
H 5.54 6.57 6.65  0.44
H 6.86 5.64 6.09  0.29
H 5.28 7.85 4.59  0.42
H 5.03 6.13 4.44  0.31
H 7.55 5.07 4.18  0.43
H 7.97 5.55 2.52  0.45
H 6.30 4.90 2.98  0.29
C -5.83 -9.03 -0.05  -0.88
C -7.04 -8.05 0.16  -0.17
C -7.61 -8.20 1.62  -1.06
N -8.69 -7.19 1.97  0.46
C -9.11 -7.39 3.54  -0.58
C -9.89 -6.29 4.15  -0.47
C -9.55 -5.56 5.29  -0.68
C -8.93 -4.60 1.73  -1.01
C -8.14 -5.88 1.88  -0.40
C -9.95 -7.50 1.15  -0.84
H -5.83 -9.96 0.47  0.35
H -5.07 -8.62 -0.74  0.29
H -2.74 -12.59 -3.69  -0.12
H -7.88 -8.53 -0.35  0.28
H -6.77 -7.11 -0.21  0.39
H -6.76 -8.12 2.20  0.61
H -8.12 -9.13 1.63  0.43
H -8.17 -7.49 4.08  0.32
H -9.55 -8.41 3.59  0.60
H -10.98 -7.19 5.07  0.27
H -10.76 -5.95 3.70  0.45
H -8.73 -5.74 5.96  0.29
H -10.17 -4.70 5.58  0.29
H -8.20 -3.77 1.83  0.36
H -9.98 -4.63 1.29  0.20
H -7.28 -5.80 2.53  0.44
H -7.67 -5.53 0.72  0.16
H -10.35 -8.36 1.69  0.39
H -9.66 -7.72 0.12  0.31
H -10.71 -6.70 1.14  0.34
C 7.34 -2.09 -1.31  -1.39
C 8.78 -2.36 -1.56  -0.44
C 9.48 -3.44 -0.78  -0.88
N 10.94 -3.36 -0.75  0.00
C 11.32 -2.17 0.02  -0.52
C 10.96 -2.22 1.45  -0.62
C 11.35 -3.49 2.27  -0.64
C 11.02 -4.72 1.41  -0.54
C 11.51 -4.58 -0.02  -0.61
C 11.43 -3.25 -2.16  -0.88
H 7.17 -1.82 -0.22  0.28
H 6.85 -3.13 -1.33  0.27
H 7.03 -1.35 -2.01  0.43
H 9.36 -1.41 -1.58  0.31
H 8.87 -2.69 -2.61  0.43
H 9.30 -4.43 -1.19  0.55
H 9.11 -3.53 0.25  0.35
H 10.85 -1.28 -0.41  0.35
H 12.41 -2.06 -0.09  0.53
H 9.89 -1.98 1.54  0.28
H 11.51 -1.39 1.89  0.40
H 10.67 -3.52 3.12  0.28
H 12.39 -3.47 2.64  0.35
H 9.92 -5.00 1.41  0.23
H 11.50 -5.64 1.82  0.41
H 11.36 -5.42 -0.71  0.50
H 12.62 -4.50 -0.03  0.38
H 10.99 -4.07 -2.73  0.35
H 12.50 -3.35 -2.06  0.46
H 11.17 -2.27 -2.60  0.36
C 2.65 -7.70 -4.23  -1.06
C 3.29 -8.36 -3.05  0.58
O 3.59 -7.79 -2.07  -0.39
N 3.60 -9.89 -3.29  -0.21
H 3.67 -10.18 -4.27  0.39
H 4.50 -10.04 -2.76  0.39
C 2.61 -10.69 -2.45  -0.83
H 3.45 -7.65 -5.00  0.34
H 2.31 -6.69 -4.07  0.35
H 1.81 -8.25 -4.70  0.36
H 1.63 -10.54 -2.84  0.38
H 2.71 -10.37 -1.37  0.33
H 2.81 -11.76 -2.63  0.36
C -8.90 1.27 -3.64  -0.78
C -10.13 1.69 -2.91  0.63
O -10.64 1.24 -1.94  -0.40
N -10.75 3.14 -3.37  -0.30
H -11.44 3.01 -4.17  0.39
H -11.39 3.39 -2.63  0.39
C -9.79 4.30 -3.70  -0.88
H -8.37 2.15 -4.10  0.30
H -9.18 0.53 -4.45  0.35
H -8.18 0.75 -2.94  0.19
H -10.43 5.17 -3.68  0.36
H -9.40 4.03 -4.70  0.38
H -8.98 4.36 -2.98  0.36
C -2.05 5.89 -9.11  -1.08
C -2.31 6.52 -7.77  0.61
O -3.25 7.09 -7.37  -0.40
N -1.11 6.38 -6.82  -0.03
H -1.47 6.56 -5.91  0.27
H -0.65 5.47 -6.73  0.38
C 0.07 7.23 -7.22  -0.75
H -1.37 6.38 -9.77  0.37
H -3.01 5.81 -9.61  0.32
H -1.68 4.88 -8.82  0.33
H 0.89 6.76 -6.70  0.30
H -0.10 8.27 -6.92  0.34
H 0.23 7.06 -8.27  0.37
P -5.81 2.45 -0.90  1.26
F -7.44 2.41 -0.96  -0.31
F -5.90 2.51 0.77  -0.41
F -5.82 0.81 -0.85  -0.40
F -4.16 2.41 -0.79  -0.38
F -5.74 2.47 -2.49  -0.36
F -5.76 4.05 -0.89  -0.40
P 0.88 5.38 -3.60  1.33
F 0.83 5.55 -5.22  -0.40
F -0.53 4.66 -3.52  -0.34
F 1.61 3.90 -3.80  -0.37
F 0.91 5.24 -1.97  -0.41
F 2.35 6.07 -3.52  -0.41
F 0.05 6.72 -3.46  -0.40
P -0.45 0.07 -5.46  1.54
F 1.02 -0.54 -5.40  -0.40
F 0.06 0.98 -3.95  -0.68
F 0.12 1.29 -6.29  -0.39
F -1.94 0.80 -5.31  -0.38
F -0.91 -0.69 -6.80  -0.24
F -0.99 -1.08 -4.53  -0.42

***

Which of these has the highest total charge?
C70H160F18N10O3P3

***

The highest total charge belongs to which entry?
C70H160F18N10O3P3